1:
Below is an isolated molecule of C4H8N2, with properties calculated with ωB97M-V with the def2-TZVPD basis set.

Properties
Structure (SMILES): C/C=N/N1CC1
LUMO energy, eV: 1.04
E_HOMO, eV: -8.3
Gap between HOMO and LUMO, eV: 9.35
Molar mass, g mol⁻¹: 84.1

Last column: natural (NBO) charge in e.
Positions of all 14 atoms, in Å:
C: -0.4892 1.7335 1.6300  -0.675
C: 0.0078 0.6820 0.6858  0.068
C: -0.1821 -1.7266 -0.8297  -0.298
C: 0.9252 -1.0275 -1.5638  -0.266
H: -0.9747 1.4520 2.6437  0.221
H: 0.3197 2.4311 1.8376  0.219
H: -1.3588 2.2845 1.2623  0.242
H: 0.8834 -0.1037 0.9493  0.170
H: -0.0179 -1.7415 0.3442  0.207
H: -1.0199 -2.3461 -1.4598  0.241
H: 1.0215 -1.3785 -2.6650  0.213
H: 1.8105 -0.8099 -1.0768  0.195
N: -0.6018 0.7510 -0.4482  -0.224
N: -0.3236 -0.2002 -1.3096  -0.312

---

2:
Below is an isolated molecule of C4H8N2, with properties calculated with ωB97M-V with the def2-TZVPD basis set.

Properties
Structure (SMILES): CN1C=NCC1
LUMO energy, eV: 0.92
E_HOMO, eV: -8.3
Gap between HOMO and LUMO, eV: 9.25
Molar mass, g mol⁻¹: 84.1

Last column: natural (NBO) charge in e.
Positions of all 14 atoms, in Å:
C: 0.3370 -0.1487 1.9292  -0.398
C: 0.5716 0.7165 -0.5227  -0.245
C: 0.0100 -0.0939 -1.7897  -0.276
C: -1.2571 -0.5577 -0.0540  0.240
H: 1.4773 -0.4344 1.9455  0.205
H: 0.2951 0.9347 2.2620  0.185
H: -0.3340 -0.7330 2.5359  0.218
H: 1.7198 0.7252 -0.3921  0.213
H: 0.1980 1.8914 -0.5445  0.189
H: -0.1339 0.4888 -2.8906  0.211
H: 0.5936 -1.0706 -2.1407  0.208
H: -2.1188 -0.9472 0.4921  0.194
N: -0.0380 -0.1985 0.5120  -0.465
N: -1.3205 -0.5727 -1.3424  -0.478

---

2 is favored, and the nearest alternative lies 266.1 kJ/mol above it.

---

1:
Below is a structure of composition C4H8N2, with properties calculated with ωB97M-V with the def2-TZVPD basis set.

Properties
LUMO energy, eV: 0.69
E_HOMO, eV: -8.3
Gap between HOMO and LUMO, eV: 9.00
Molar mass, g mol⁻¹: 84.1

Last column: natural (NBO) charge in e.
Positions of all 14 atoms, in Å:
C: -0.7209 1.1914 -0.6795  -0.626
C: 0.0125 0.0565 0.0486  0.147
C: 1.5350 0.2159 -0.0672  -0.626
N: -0.6414 -1.6121 -0.1632  -0.889
C: -0.5174 -0.3754 1.2884  0.228
N: -0.8550 -0.4685 2.3974  -0.412
H: -1.7982 1.0439 -0.6342  0.232
H: -0.3889 1.2792 -1.7196  0.224
H: -0.5120 2.1716 -0.2074  0.243
H: 1.8427 0.2978 -1.1150  0.224
H: 2.0489 -0.6127 0.4163  0.232
H: 1.8851 1.1435 0.4270  0.242
H: -0.1784 -2.4206 0.2652  0.390
H: -1.6487 -1.7998 -0.1797  0.390

---

2:
Below is an isolated molecule of C4H8N2, with properties calculated with ωB97M-V with the def2-TZVPD basis set.

Properties
Structure (SMILES): NN[C@H]1C=CC1
LUMO energy, eV: 1.05
E_HOMO, eV: -9.0
Gap between HOMO and LUMO, eV: 10.03
Molar mass, g mol⁻¹: 84.1

Last column: natural (NBO) charge in e.
Positions of all 14 atoms, in Å:
C: -1.2385 0.4802 0.8659  -0.198
C: -0.3883 -0.5033 1.2182  -0.207
C: -1.3425 0.0400 -0.5391  -0.449
C: -0.1029 -0.9311 -0.1588  -0.101
N: 1.8369 0.9240 -0.3101  -0.672
N: 1.5586 -0.4198 -0.6848  -0.460
H: -1.8230 1.2019 1.4932  0.218
H: 0.0622 -0.8522 2.1569  0.213
H: -2.3971 -0.4833 -0.9433  0.216
H: -1.1505 0.7304 -1.3817  0.205
H: 0.0781 -1.9898 -0.3908  0.214
H: 1.0037 1.4672 -0.1695  0.338
H: 2.4072 0.8189 0.5208  0.352
H: 1.4960 -0.4832 -1.6770  0.330

---

3:
Below is a cluster of 2 separate species, C4H8N2 in total, with properties calculated with ωB97M-V with the def2-TZVPD basis set.

Properties
LUMO energy (alpha / beta), eV: 0.61 / 0.61
E_HOMO (alpha / beta), eV: -7.7 / -7.7
Gap between HOMO and LUMO (alpha / beta), eV: 8.34 / 8.34
Molar mass, g mol⁻¹: 84.1

Last column: natural (NBO) charge in e.
Positions of all 14 atoms, in Å:
C: 2.1031 -0.2092 -0.0500  0.219
C: -1.6794 -0.4242 -0.2105  -0.651
C: -0.3741 -1.0778 0.2258  -0.381
C: 1.1356 0.7051 0.4324  -0.076
N: 2.8895 -1.0294 -0.2924  -0.340
N: 0.5533 1.6926 -0.2382  -0.781
H: -2.2907 -1.0705 -0.8413  0.222
H: -2.2328 -0.1945 0.5844  0.208
H: -1.5288 0.4150 -0.7813  0.191
H: 0.2333 -1.6696 -0.4479  0.197
H: -0.2541 -1.5183 1.1701  0.190
H: 1.2109 0.8299 1.4579  0.223
H: -0.1181 2.2810 0.1455  0.397
H: 0.3522 1.2698 -1.1546  0.382

---

1 is favored, and the nearest alternative lies 69.2 kJ/mol above it.

---

1:
Below is an isolated molecule of C4H8N2, with properties calculated with ωB97M-V with the def2-TZVPD basis set.

Properties
Structure (SMILES): C1N[C@H]1[C@H]1CN1
LUMO energy, eV: 1.06
E_HOMO, eV: -9.4
Gap between HOMO and LUMO, eV: 10.45
Molar mass, g mol⁻¹: 84.1

Last column: natural (NBO) charge in e.
Positions of all 14 atoms, in Å:
C: 1.8604 -0.1362 -0.0375  -0.258
N: 1.0956 -1.3539 0.2314  -0.581
C: 0.6155 -0.4156 -0.7718  -0.105
C: -0.5680 0.4680 -0.4730  -0.107
C: -1.7282 -0.0743 0.2560  -0.263
N: -0.8599 0.8953 0.9196  -0.598
H: 2.8299 -0.2737 -0.5048  0.196
H: 1.7789 0.6703 0.6870  0.203
H: 0.5686 -1.2416 1.0956  0.353
H: 0.6776 -0.8140 -1.7888  0.207
H: -0.6201 1.3696 -1.0615  0.207
H: -1.5722 -1.0583 0.6899  0.199
H: -2.7603 0.1610 0.0207  0.201
H: -1.3208 1.8047 0.8209  0.348

---

2:
Below is an isolated molecule of C4H8N2, with properties calculated with ωB97M-V with the def2-TZVPD basis set.

Properties
LUMO energy, eV: 0.96
E_HOMO, eV: -6.3
Gap between HOMO and LUMO, eV: 7.31
Molar mass, g mol⁻¹: 84.1

Last column: natural (NBO) charge in e.
Positions of all 14 atoms, in Å:
C: -0.3552 1.2589 -0.6239  -0.280
C: -1.0423 -0.7009 0.6580  -0.291
C: 0.3738 -1.1416 0.7649  -0.191
C: 1.0544 0.8642 -0.3703  -0.220
H: -0.5824 1.7027 -1.6051  0.219
H: -0.8021 1.9366 0.1951  0.188
H: -1.0012 -0.4963 -1.4659  0.349
H: -1.8060 -1.4678 0.7865  0.224
H: -1.2838 -0.0095 1.5135  0.196
H: 0.8087 -1.9837 1.2369  0.193
H: 2.2188 -0.7216 -0.0719  0.423
H: 1.9513 1.3965 -0.6263  0.191
N: -1.3111 0.0266 -0.6317  -0.598
N: 1.3558 -0.3181 0.2696  -0.401

---

3:
Below is a cluster of 3 separate species, C4H8N2 in total, with properties calculated with ωB97M-V with the def2-TZVPD basis set.

Properties
LUMO energy, eV: 0.38
E_HOMO, eV: -8.6
Gap between HOMO and LUMO, eV: 9.02
Molar mass, g mol⁻¹: 84.1

Last column: natural (NBO) charge in e.
Positions of all 14 atoms, in Å:
C: 2.3462 -0.0095 -0.5926  -0.479
C: 0.3292 -0.0817 0.7488  0.271
C: -1.7116 0.5760 -0.0603  -0.007
C: -2.3071 -0.7566 -0.3665  -0.458
H: 1.7695 -0.2190 -1.6036  0.192
H: 2.5844 1.2031 -0.5981  0.171
H: 3.3363 -0.4520 -0.5147  0.216
H: -0.4189 -0.5162 1.4590  0.181
H: 0.1478 1.4608 -0.5717  0.416
H: -2.3636 1.7379 0.6290  0.189
H: -1.8711 -2.0191 -1.1142  0.271
H: -3.4531 -0.6806 -0.0845  0.214
N: 1.5551 -0.5595 0.6358  -0.479
N: -0.3654 0.7189 -0.0612  -0.697

---

4:
Below is a cluster of 2 separate species, C4H8N2 in total, with properties calculated with ωB97M-V with the def2-TZVPD basis set.

Properties
LUMO energy, eV: 0.60
E_HOMO, eV: -8.8
Gap between HOMO and LUMO, eV: 9.38
Molar mass, g mol⁻¹: 84.1

Last column: natural (NBO) charge in e.
Positions of all 14 atoms, in Å:
C: 3.1525 -0.3513 -0.1626  -0.112
C: -0.3475 -0.2318 -0.1986  0.224
C: -1.7451 -0.8718 -0.0719  -0.649
C: -0.3689 1.2122 -0.2025  -0.679
N: 2.1692 0.2155 0.3665  -0.277
N: 0.6568 -0.9537 -0.0925  -0.249
H: 4.1381 0.0860 -0.0973  0.178
H: 3.2899 -1.3561 -0.7316  0.179
H: -2.1335 -1.0757 -1.0587  0.225
H: -2.4760 -0.2977 0.4843  0.225
H: -1.6721 -1.8403 0.3371  0.230
H: -0.3519 1.8157 0.6934  0.252
H: 0.5005 1.6096 -0.8184  0.241
H: -1.2792 1.4711 -0.7190  0.212

---

1 is favored, and the nearest alternative lies 67.2 kJ/mol above it.

---

1:
Below is an isolated molecule of C4H8N2, with properties calculated with ωB97M-V with the def2-TZVPD basis set.

Properties
LUMO energy, eV: 0.94
E_HOMO, eV: -6.5
Gap between HOMO and LUMO, eV: 7.39
Molar mass, g mol⁻¹: 84.1

Last column: natural (NBO) charge in e.
Positions of all 14 atoms, in Å:
C: -1.4146 0.2293 0.2316  -0.286
C: 0.5462 -1.2878 0.1411  -0.297
C: 1.4256 -0.1508 -0.0036  -0.189
C: -0.4566 1.3580 0.0545  -0.205
H: -2.4062 0.4237 -0.2792  0.214
H: -1.5483 -0.0162 1.2780  0.196
H: -0.9660 -1.0460 -1.3376  0.340
H: 0.4074 -1.6157 1.1552  0.189
H: 0.9303 -2.1623 -0.3698  0.217
H: 2.6094 -0.1883 0.1684  0.202
H: 1.3947 1.8255 -0.3057  0.404
H: -0.7209 2.3562 -0.3867  0.187
N: -0.8939 -1.1363 -0.2764  -0.596
N: 0.8504 1.0692 -0.0756  -0.378

---

2:
Below is an isolated molecule of C4H8N2, with properties calculated with ωB97M-V with the def2-TZVPD basis set.

Properties
Structure (SMILES): CN(C)CC#N
LUMO energy, eV: 0.87
E_HOMO, eV: -9.3
Gap between HOMO and LUMO, eV: 10.18
Molar mass, g mol⁻¹: 84.1

Last column: natural (NBO) charge in e.
Positions of all 14 atoms, in Å:
C: 1.0299 -0.8743 -0.5041  -0.424
N: 0.5423 0.3116 0.1799  -0.416
C: 0.0800 0.0181 1.5248  -0.418
C: -0.4166 1.0528 -0.6076  -0.320
C: -1.5411 0.2440 -1.1525  0.252
N: -2.3774 -0.4173 -1.6022  -0.326
H: 1.8088 -1.3439 0.1039  0.207
H: 1.4693 -0.5947 -1.4676  0.203
H: 0.2362 -1.6201 -0.6878  0.181
H: -0.7615 -0.6962 1.5590  0.176
H: -0.2283 0.9461 2.0178  0.201
H: 0.9117 -0.4038 2.0987  0.207
H: 0.0879 1.5190 -1.4620  0.238
H: -0.8413 1.8586 -0.0003  0.239

---

2 is favored, and the nearest alternative lies 216.1 kJ/mol above it.

---

1:
Below is an isolated molecule of C4H8N2, with properties calculated with ωB97M-V with the def2-TZVPD basis set.

Properties
Structure (SMILES): C1N[C@H]1[C@H]1CN1
LUMO energy, eV: 1.20
E_HOMO, eV: -9.5
Gap between HOMO and LUMO, eV: 10.71
Molar mass, g mol⁻¹: 84.1

Last column: natural (NBO) charge in e.
Positions of all 14 atoms, in Å:
C: -0.0519 -1.9769 -0.0742  -0.261
N: -1.3008 -1.3555 0.3513  -0.583
C: -0.3257 -0.5516 -0.3750  -0.094
C: 0.3061 0.5600 0.3943  -0.094
C: 0.8781 1.7520 -0.2770  -0.259
N: -0.4197 1.8227 0.3874  -0.585
H: -0.0766 -2.6856 -0.8975  0.193
H: 0.6124 -2.2534 0.7428  0.195
H: -2.0590 -1.6205 -0.2675  0.351
H: -0.5656 -0.2935 -1.4062  0.197
H: 0.7879 0.2441 1.3160  0.196
H: 0.8322 1.8390 -1.3616  0.194
H: 1.7435 2.2307 0.1797  0.193
H: -0.3610 2.2884 1.2875  0.354

---

2:
Below is an isolated molecule of C4H8N2, with properties calculated with ωB97M-V with the def2-TZVPD basis set.

Properties
Structure (SMILES): [H]/N=C(\C=C)NC
LUMO energy, eV: 1.01
E_HOMO, eV: -9.1
Gap between HOMO and LUMO, eV: 10.07
Molar mass, g mol⁻¹: 84.1

Last column: natural (NBO) charge in e.
Positions of all 14 atoms, in Å:
C: -0.3593 1.6597 -0.4468  -0.416
C: 0.5954 -0.2712 0.8324  0.401
C: -0.3027 -1.2831 0.1706  -0.268
C: -0.4614 -1.4434 -1.1406  -0.357
H: -1.0626 2.0629 0.3042  0.183
H: -0.9611 1.0702 -1.1760  0.206
H: 0.0453 2.5151 -0.9857  0.206
H: 1.4430 1.4925 0.5912  0.391
H: 0.9901 -1.3554 2.3007  0.334
H: -0.9175 -1.8965 0.8658  0.209
H: -1.0808 -2.2298 -1.5608  0.209
H: 0.0967 -0.7954 -1.8041  0.204
N: 0.7706 0.8897 0.1126  -0.626
N: 1.2045 -0.4151 1.9364  -0.677

---

3:
Below is an isolated molecule of C4H8N2, with properties calculated with ωB97M-V with the def2-TZVPD basis set.

Properties
Structure (SMILES): C[C@@H]1CN=CN1
LUMO energy, eV: 1.04
E_HOMO, eV: -9.2
Gap between HOMO and LUMO, eV: 10.21
Molar mass, g mol⁻¹: 84.1

Last column: natural (NBO) charge in e.
Positions of all 14 atoms, in Å:
C: 0.5211 -1.3413 0.3606  -0.657
C: -0.3064 -0.1252 0.6678  -0.094
C: -1.2087 0.1143 -0.6287  -0.262
C: 0.4983 1.4316 -0.6764  0.253
H: 1.0710 -1.1112 -0.6261  0.234
H: 1.0656 -1.4594 1.3641  0.214
H: -0.0688 -2.2345 0.3534  0.227
H: -0.6846 0.0123 1.6619  0.217
H: -1.6253 -0.8262 -1.0129  0.202
H: -2.1558 0.7219 -0.4908  0.202
H: 1.3031 2.0500 -1.0311  0.181
H: 1.4370 0.7718 0.8132  0.360
N: -0.3114 0.8654 -1.4036  -0.468
N: 0.4647 1.1304 0.6486  -0.610

---

2 is favored, and the nearest alternative lies 61.2 kJ/mol above it.

---

1:
Below is a cluster of 2 separate species, C3H11NO2 in total, with properties calculated with ωB97M-V with the def2-TZVPD basis set.

Properties
Structure (SMILES): NCCCO.O
LUMO energy, eV: 0.76
E_HOMO, eV: -9.4
Gap between HOMO and LUMO, eV: 10.17
Molar mass, g mol⁻¹: 93.1

Last column: natural (NBO) charge in e.
Positions of all 17 atoms, in Å:
C: 0.4628 -1.3870 1.0081  -0.224
C: 0.6378 0.0276 0.5062  -0.437
C: 0.8032 -0.1563 -1.0113  -0.056
O: 0.6185 1.1208 -1.5481  -0.737
N: 0.0778 -1.4402 2.4740  -0.806
H: 1.2908 -2.1435 0.7585  0.177
H: -0.4083 -1.8343 0.4739  0.179
H: 1.4658 0.3728 1.0418  0.205
H: -0.2678 0.7278 0.5208  0.204
H: -0.0246 -0.8765 -1.4373  0.177
H: 1.9338 -0.3608 -1.2459  0.169
H: 1.3870 1.3148 -2.2347  0.473
H: 0.5369 -0.8228 2.9595  0.332
H: 0.3452 -2.2805 2.7997  0.341
H: -2.1639 2.5269 -1.0073  0.471
H: -2.0151 1.0623 -0.5652  0.458
O: -2.3743 1.5653 -1.2519  -0.927

---

2:
Below is a cluster of 3 separate species, C3H11NO2 in total, with properties calculated with ωB97M-V with the def2-TZVPD basis set.

Properties
Structure (SMILES): C=CCN.O.O
LUMO energy, eV: 0.95
E_HOMO, eV: -9.5
Gap between HOMO and LUMO, eV: 10.46
Molar mass, g mol⁻¹: 93.1

Last column: natural (NBO) charge in e.
Positions of all 17 atoms, in Å:
N: 0.9512 -3.4015 -2.8469  -0.800
C: 1.1150 -2.0751 -2.1696  -0.266
C: 1.2992 -3.0239 0.2441  -0.413
C: 1.0367 -2.1136 -0.6776  -0.183
H: 0.6434 -4.0180 -2.1016  0.344
H: 1.9138 -3.7080 -2.9415  0.342
H: 0.3337 -1.4181 -2.4691  0.194
H: 2.0823 -1.6815 -2.4893  0.204
H: 1.4305 -4.0807 0.0367  0.183
H: 1.3782 -2.7332 1.2873  0.204
H: 0.8138 -1.1523 -0.2482  0.191
H: -5.4254 4.0772 2.1325  0.475
H: -4.4430 3.0251 2.8034  0.474
O: -4.7055 3.4647 1.9875  -0.949
H: 0.6452 6.7659 3.0438  0.460
H: 0.7227 5.6274 2.1675  0.461
O: 0.2082 6.4454 2.2410  -0.921

---

2 is favored, and the nearest alternative lies 72.5 kJ/mol above it.